C20H26MgN5S as an isolated structure. Source: the Open Molecules 2025 dataset; level of theory: wB97M-V/def2-TZVPD.

```
53
Properties=species:S:1:pos:R:3:nbo_charge:R:1
Mg -0.28332 0.06324 0.23004 1.7623
C 1.96990 0.09489 2.22730 -0.4356
N 1.55648 -0.74457 1.08126 -0.5978
C 2.67768 -0.78057 0.14686 -0.4216
C 1.21820 -2.11474 1.48694 0.1406
C 2.13066 -2.83606 2.25263 -0.2402
C 1.78260 -4.08650 2.68509 -0.2460
C 0.49665 -4.58771 2.46102 -0.1719
C -0.41224 -3.85890 1.70347 -0.2625
C -0.04575 -2.63075 1.13462 0.1316
N -0.80029 -1.81853 0.33593 -0.8983
C -1.93113 -2.16595 -0.37192 0.1399
C -2.42075 -3.49836 -0.57117 -0.2654
C -3.57106 -3.73048 -1.30230 -0.1722
C -4.21237 -2.67750 -1.96517 -0.2480
C -3.67461 -1.40971 -1.87321 -0.2299
C -2.56214 -1.12901 -1.05275 0.1162
N -1.94139 0.18838 -1.14889 -0.5924
C -1.35892 0.32518 -2.49196 -0.4338
C -2.87683 1.30176 -0.94424 -0.4275
H 2.92348 -0.19606 2.62913 0.2031
H 1.29778 -0.02113 3.09781 0.2272
H 1.95004 1.13113 1.86696 0.2043
H 3.63533 -1.01833 0.66443 0.2024
H 2.81927 0.21041 -0.31012 0.1788
H 2.52785 -1.50354 -0.65286 0.2287
H 3.12799 -2.45893 2.44124 0.2111
H 2.47278 -4.70417 3.23218 0.2201
H 0.28355 -5.59076 2.83190 0.2254
H -1.43448 -4.15888 1.53957 0.2250
H -1.79197 -4.30640 -0.21595 0.2248
H -3.97122 -4.73075 -1.46156 0.2236
H -5.04615 -2.86052 -2.62580 0.2218
H -4.16540 -0.67048 -2.49162 0.2104
H -2.12304 0.35621 -3.23739 0.2075
H -0.78820 -0.57602 -2.70868 0.2167
H -0.74278 1.22095 -2.49314 0.2056
H -3.72039 1.28097 -1.59390 0.2010
H -2.36393 2.24894 -1.09222 0.2158
H -3.30110 1.27178 0.03376 0.2123
C 0.51670 5.59235 0.82400 -0.4061
N 1.54310 4.94677 -0.02403 -0.3241
C 2.64052 5.51815 -0.61618 -0.0556
C 3.27105 4.54155 -1.29036 -0.0715
N 2.52835 3.39036 -1.12240 -0.5027
C 1.43228 3.65204 -0.38991 0.2881
S 0.06580 2.67734 -0.03337 -0.4813
H 0.82461 6.57430 1.11788 0.2304
H 0.33636 4.88661 1.64432 0.2395
H -0.38700 5.72020 0.24658 0.2276
H 2.98074 6.54585 -0.47768 0.2549
H 4.23438 4.59777 -1.73428 0.2485
H 2.68231 2.52814 -1.62183 0.4396
```

## Properties
Relative energy (zero: lowest compared OMol25 entry of this formula, charge and spin)   49.92 kJ/mol
Max |F|   2.0 eV/Å
HOMO energy   -9.33 eV
2S+1   1
Net charge   +1
Lowest unoccupied orbital energy   -2.385 eV